Molecular formula: C5H7NO
Method: DFT, ωB97M-V/def2-TZVPD

Positions of all 14 atoms, in Å:
O 0.92124 -1.25496 -0.35887
N 2.59144 0.23320 0.47946
C 0.29143 0.76832 -0.34948
C -0.80660 0.85959 0.68403
C 1.47069 -0.03725 -0.00791
C -1.38171 -0.50755 0.22972
C -0.29989 -0.65651 -0.84347
H -2.38243 -0.42021 -0.20169
H -0.41297 0.90088 1.69926
H 0.30676 1.38921 -1.26855
H -1.50176 1.68733 0.53488
H 3.12862 -0.61832 0.64676
H -0.55342 -1.05345 -1.83647
H -1.38140 -1.31143 0.96918

Calculated values
Electronic energy = -324.6418 a.u.
SMILES = [H]/N=C1\O[C@H]2CC[C@@H]12
HOMO level = -0.362 hartree
ΔE to the lowest compared entry with this formula, charge and spin = 51.8 kcal per mole

These are the Mulliken partial charges, in e, on atoms 1 to 5: O -0.4252; N -0.6463; C 0.1342; C -0.6653; C 0.2092

Molecular formula: C5H7NO
Method: DFT, ωB97M-V/def2-TZVPD

Positions of all 14 atoms, in Å:
O 1.76109 -1.87245 -0.37319
N -0.65531 0.98605 -0.71812
C 1.08164 -2.44418 -1.08140
C -1.04588 -0.41981 -0.84497
C 0.70521 1.10488 -0.09304
C -1.08170 0.19648 0.49284
C 0.25976 0.38645 1.19508
H 0.91826 2.16709 0.06234
H -2.01295 -0.50432 -1.32866
H -0.41374 -1.23356 -1.18823
H 0.81167 -0.49854 1.52223
H 1.53321 0.66628 -0.65856
H -2.03778 0.38929 0.97232
H 0.17651 1.07634 2.04137

Calculated values
Electronic energy = -324.6111 a.u.
HOMO level = -0.333 hartree
ΔE to the lowest compared entry with this formula, charge and spin = 71.2 kcal per mole

These are the Mulliken partial charges, in e, on atoms 1 to 5: O -0.1178; N -0.4580; C -0.0271; C -0.0480; C -0.3141